[1]
H2O9S2Tl | ωB97M-V/def2-TZVPD

```
14
Properties=species:S:1:pos:R:3:forces:R:3
Tl -7.8395 2.1169 21.6099 -0.8 0.4 -1.6
S -9.3657 4.2227 19.3823 3.5 0.0 4.4
O -9.2998 5.6807 19.4927 -0.8 -0.8 -1.2
O -7.9926 3.6449 19.2942 -0.7 0.5 -0.1
O -9.9800 3.6254 20.5840 -0.5 0.0 -0.2
O -10.1255 3.8595 18.1434 -1.2 -1.1 -1.9
S -9.2636 1.0006 18.2013 4.5 -1.5 1.1
O -9.5312 -0.2770 17.5485 -0.9 1.0 -0.3
O -8.0119 1.6215 17.7515 -0.7 -0.8 -0.1
O -10.3357 1.9700 17.7846 -2.2 2.0 -0.6
O -9.2782 0.8173 19.6574 -0.1 0.3 0.5
O -8.2199 1.0557 24.3474 -0.1 -0.1 0.3
H -7.6662 0.5326 24.9357 0.0 0.0 0.0
H -9.0581 1.1469 24.8131 0.0 0.0 -0.1
```
Forces are in eV/Å.

As for the net charge: -1. As for the gap between HOMO and LUMO: 0.2117 hartree.


[2]
H2P4S3 | ωB97M-V/def2-TZVPD

```
9
Properties=species:S:1:pos:R:3:forces:R:3
P 1.7211 -0.3125 0.0518 -0.8 1.1 1.0
P -0.6747 1.9735 0.5325 1.6 -0.9 1.5
P 0.2549 0.9278 -1.1708 0.8 -0.4 -0.3
P -1.7650 -1.3426 0.0652 2.0 0.6 0.2
S 0.7745 -2.0534 0.6060 -2.3 0.4 0.0
S -2.0779 0.4870 1.0534 -0.6 -0.7 1.0
S -1.2560 -0.3996 -1.7262 0.3 -0.5 -0.5
H 2.5387 -0.7828 -0.9199 0.6 -0.5 -1.5
H 0.4844 1.5026 1.5081 -1.6 0.8 -1.4
```
Forces are in eV/Å.

As for the net charge: 0. As for the gap between HOMO and LUMO: 0.2555 hartree.


[3]
H2Se | ωB97M-V/def2-TZVPD

```
3
Properties=species:S:1:pos:R:3:forces:R:3
Se 0.8896 -0.0216 0.0000 -1.3 -2.0 0.0
H -1.6398 -1.3869 0.0000 1.8 1.3 0.0
H 0.7502 1.4085 0.0000 -0.5 0.7 0.0
```
Forces are in eV/Å.

As for the net charge: 0. As for the gap between HOMO and LUMO: 0.2248 hartree.


[4]
H2Se | ωB97M-V/def2-TZVPD

```
3
Properties=species:S:1:pos:R:3:forces:R:3
Se 0.7319 -0.0307 -0.0007 -1.6 -0.6 0.0
H -0.4479 -1.0188 0.0179 1.2 0.7 0.0
H -0.2840 1.0495 -0.0173 0.4 -0.2 0.0
```
Forces are in eV/Å.

As for the net charge: 0. As for the gap between HOMO and LUMO: 0.3748 hartree. As for the SMILES: [SeH2].


[5]
H30KrO15 | ωB97M-V/def2-TZVPD

```
46
Properties=species:S:1:pos:R:3:forces:R:3
Kr 0.4239 0.0838 0.2372 -0.1 0.0 -0.2
O 1.0338 -4.4429 -0.4659 0.5 -0.3 0.0
H 0.9089 -3.9612 -1.2835 -0.3 0.2 -0.4
H 0.6886 -3.8605 0.2109 -0.3 0.2 0.4
O -0.2311 -3.2325 1.8697 0.2 -0.5 -0.1
H 0.2254 -2.7476 2.5573 0.3 0.9 0.3
H -0.4429 -4.0754 2.2707 -0.1 -0.4 0.0
O -2.2295 -0.4098 -2.4150 -0.1 0.3 -0.1
H -3.1358 -0.3833 -2.7218 -0.3 0.0 -0.1
H -2.1001 -1.3133 -2.1265 0.3 -0.4 0.3
O 2.4180 3.6035 -0.6571 0.3 0.3 0.8
H 1.9364 2.9415 -1.1532 -0.4 -0.2 -0.6
H 2.6671 4.2582 -1.3095 0.0 0.1 -0.2
O -1.3415 3.8183 0.0779 -0.2 -0.1 -0.2
H -1.0501 4.5342 0.6425 0.1 0.3 -0.1
H -1.5682 3.1123 0.6832 0.0 -0.4 0.2
O 1.2724 -1.1382 3.1260 -0.4 -0.2 0.5
H 2.1271 -1.4057 2.7882 0.6 -0.2 -0.4
H 1.3014 -0.1814 3.1216 -0.1 0.2 0.0
O 1.2578 3.5477 3.0463 0.1 0.1 0.4
H 1.0729 4.0293 2.2400 0.2 0.0 -0.4
H 0.6669 2.7952 3.0173 -0.3 -0.2 -0.1
O -1.4414 2.0636 2.7787 0.3 0.1 -0.4
H -1.8206 2.9190 2.9805 -0.2 0.3 0.2
H -1.4855 1.5807 3.6041 -0.2 -0.3 0.2
O -2.3939 -2.4921 0.5427 -0.9 0.4 -0.8
H -3.0348 -2.8153 1.1760 -0.2 -0.2 0.1
H -1.5467 -2.6329 0.9654 0.6 -0.1 0.4
O 1.1330 2.1660 -2.8263 0.5 0.4 0.1
H 1.4184 1.2536 -2.7776 0.2 -0.2 0.0
H 0.1850 2.1147 -2.9484 -0.8 0.3 0.1
O 2.1799 -0.2722 -2.9529 -0.1 -0.7 0.0
H 2.7509 -0.8339 -2.4288 0.2 0.0 0.3
H 2.3588 -0.5262 -3.8583 0.1 0.1 -0.4
O -1.6999 2.4110 -2.6169 0.0 0.2 -0.4
H -1.7046 2.8155 -1.7494 0.1 0.5 0.4
H -2.0405 1.5283 -2.4719 0.0 -0.5 0.1
O -3.3962 0.0359 1.8494 -0.4 0.1 0.3
H -2.7222 0.6870 1.6547 0.2 0.2 0.1
H -3.2801 -0.6375 1.1791 0.2 -0.4 -0.3
O -0.0279 -2.7207 -2.7999 0.0 -0.2 0.3
H 0.6084 -2.0447 -3.0329 0.2 0.5 0.0
H -0.1879 -3.1918 -3.6177 -0.1 -0.2 -0.2
O 3.4896 -2.1524 1.5396 0.0 0.2 0.3
H 3.3193 -3.0808 1.3803 -0.1 -0.4 -0.1
H 3.4374 -1.7469 0.6741 0.0 0.2 -0.2
```
Forces are in eV/Å.

As for the net charge: 0. As for the gap between HOMO and LUMO: 0.3745 hartree.


[6]
H30O15 | ωB97M-V/def2-TZVPD

```
45
Properties=species:S:1:pos:R:3:forces:R:3
O -3.1267 -0.8039 -1.7826 0.0 -5.0 -3.5
H -3.7061 -1.0289 -2.6159 2.2 0.1 1.9
H -3.5694 -0.0591 -1.5939 -2.0 4.8 1.9
O -3.3754 -3.0068 1.8795 5.0 0.7 -1.1
H -2.6267 -2.5959 1.2405 -2.2 -1.6 2.1
H -4.1153 -2.6441 1.4775 -2.6 1.1 -1.1
O 3.8357 0.8167 1.1823 -1.4 0.2 0.6
H 4.1621 1.0837 2.0358 0.0 0.1 1.0
H 4.6346 0.7955 0.7031 1.5 -0.2 -1.6
O 2.5888 3.5608 1.8708 6.6 0.2 1.3
H 1.7491 3.5842 1.5799 -4.3 -0.6 -2.0
H 3.2047 2.9353 1.3960 -1.9 0.9 0.2
O 1.4761 2.3462 -1.7963 -3.4 1.5 0.6
H 2.3482 2.6501 -1.8128 2.2 1.3 0.2
H 0.8544 3.0877 -1.4398 1.7 -1.6 -0.7
O -2.3793 -0.3083 -4.5174 -1.0 12.3 0.9
H -2.2159 -1.1140 -4.5581 2.1 -11.8 -0.8
H -1.5189 -0.0340 -4.0734 -2.1 -0.1 -0.8
O -1.0873 3.4878 0.3425 -0.6 -2.0 2.5
H -1.2330 2.6567 0.9249 0.5 0.9 -2.1
H -1.2397 4.0407 1.1250 0.2 1.1 -0.5
O 0.3023 0.2045 -1.7698 -0.3 -1.8 0.6
H 1.0946 0.2559 -1.2123 -0.2 0.0 0.0
H 0.3276 1.0279 -2.2156 0.1 1.5 -0.5
O -0.1661 -0.3714 1.4406 -1.3 -1.0 1.9
H -0.2602 -1.2661 1.8638 1.0 0.4 -1.0
H -0.9757 -0.0556 1.8956 0.4 0.9 -0.5
O -0.0749 -3.8956 3.0269 0.5 -0.4 -1.4
H 0.8644 -3.7973 3.2695 -0.6 0.0 -0.3
H -0.0613 -4.1670 2.0619 0.0 0.6 1.6
O -0.1411 -2.4561 -0.3132 -4.9 -2.6 -0.5
H 0.6650 -2.0582 -0.3732 3.2 2.2 -0.8
H -0.7621 -2.2006 -1.0559 1.6 0.0 1.8
O -0.5138 -1.6295 -3.4396 1.6 1.9 -0.2
H -0.1021 -0.6877 -3.1995 -0.7 -3.1 0.0
H -0.8060 -1.9097 -2.5730 -0.1 0.1 -0.1
O 3.7925 0.5075 -2.7954 -5.7 -1.0 -1.1
H 2.8908 1.0755 -2.8608 3.1 -0.8 0.3
H 3.1650 -0.3234 -3.0131 2.6 1.7 0.7
O -2.7485 -0.1914 3.4187 0.9 -1.1 -10.0
H -2.7416 -0.4265 4.2348 0.1 -2.1 8.7
H -2.5328 -1.1300 2.9605 -1.1 3.0 1.3
O 1.4953 1.6949 3.2611 -4.2 0.9 2.7
H 1.1373 1.0228 2.7349 -1.5 -1.8 -1.3
H 2.3472 1.6380 3.0284 5.0 0.4 -1.1
```
Forces are in eV/Å.

As for the net charge: -1. As for the gap between HOMO and LUMO (spin up / spin down): 0.0869 / 0.3697 hartree. As for the multiplicity: 2.


[7]
H30O15 | ωB97M-V/def2-TZVPD

```
45
Properties=species:S:1:pos:R:3:forces:R:3
H 0.2605 0.4825 -0.3133 0.7 -0.2 0.1
H -1.0677 0.9719 -0.7520 2.2 1.2 -0.4
H -2.3612 -2.2783 -0.5477 0.9 0.6 0.5
H -1.4123 -1.0455 -0.7012 -0.3 0.8 -0.4
H -0.0340 1.8050 1.5990 -1.9 1.8 -0.1
H -0.9747 1.9628 2.7342 -0.4 0.5 -0.1
H 0.5997 -1.2394 4.0151 -0.2 0.1 -1.4
H 1.0028 -0.5984 2.6854 1.9 1.3 -0.9
H -0.0619 4.8625 -0.4950 -0.2 0.7 0.6
H -1.3121 4.9485 -1.3286 -2.7 2.6 -1.1
H 2.1742 -3.7961 -2.1361 0.6 -0.5 -1.2
H 1.5158 -2.5004 -1.5187 0.5 -3.2 0.6
H -6.3374 -0.3057 -0.0330 0.3 -0.7 -0.9
H -5.0384 0.2386 -0.0366 2.0 1.6 0.7
H 2.9888 -0.7403 0.7291 0.0 2.6 1.1
H 2.9240 -1.5897 -0.4182 0.2 -0.8 0.1
H 2.8163 1.7093 1.4672 -1.2 -2.9 1.3
H 3.7714 2.1176 0.3026 -0.5 -0.2 0.3
H 1.9652 2.9023 -1.9974 0.5 -0.3 -4.1
H 0.9982 3.7284 -1.0783 1.2 -1.7 -1.0
H 5.4302 0.0944 -0.5865 0.9 0.5 1.0
H 4.1945 -0.0940 -1.3119 -2.2 0.8 -0.5
H -3.2241 1.5083 -0.2297 2.8 0.7 4.0
H -3.7720 2.2347 -1.3491 -0.2 1.0 -0.7
H -1.6390 -2.1142 -2.3226 0.3 -0.6 -0.4
H -1.1034 -3.2268 -3.2725 0.7 0.0 -0.5
H -2.1817 -1.0310 2.9528 1.0 1.8 0.9
H -1.8938 -2.4395 2.5863 -0.6 0.5 -0.3
H 1.3922 -3.2558 0.8391 0.4 -1.7 0.5
H 0.5757 -2.0199 1.0271 0.0 -0.5 -0.2
O -0.0740 1.2342 -0.8095 -3.2 -1.5 0.3
O -1.5162 -1.8654 -0.2440 -0.8 -1.0 0.4
O -0.8387 2.3818 1.8656 2.2 -2.2 0.2
O 0.3591 -1.1426 3.0573 -1.6 -1.4 2.4
O -0.6554 4.3905 -1.0713 2.4 -2.7 0.8
O 1.7881 -3.4826 -1.3374 -0.5 2.3 -1.3
O -5.4997 -0.3752 -0.5461 -2.9 -1.5 0.2
O 3.1012 -1.6291 0.5262 4.5 0.1 -0.6
O 3.2141 2.3993 1.0391 1.9 3.1 -1.2
O 1.7348 3.0660 -1.1465 -1.0 1.8 4.3
O 5.0339 -0.4671 -1.2253 1.5 -1.1 -0.8
O -3.7231 1.3804 -0.9574 -1.8 -1.1 -3.2
O -1.7853 -3.0107 -2.6544 -1.0 0.2 0.2
O -2.5874 -1.7503 2.5374 -0.5 -2.3 -0.6
O 1.2529 -2.4210 0.4569 -5.7 1.4 1.3
```
Forces are in eV/Å.

As for the net charge: 0. As for the gap between HOMO and LUMO: 0.2972 hartree.


[8]
H30O15 | ωB97M-V/def2-TZVPD

```
45
Properties=species:S:1:pos:R:3:forces:R:3
O -2.0228 0.1637 -2.7956 -0.1 0.5 -0.1
H -2.4719 -0.3048 -3.4995 -0.2 0.2 -0.3
H -1.9849 1.1204 -3.0002 -0.1 -0.6 -0.1
O -1.6909 -1.8961 -0.4186 0.2 -0.4 0.6
H -2.5178 -2.4028 -0.3814 0.6 -0.1 0.0
H -0.8807 -2.4998 -0.2583 -1.3 0.8 -0.8
O -1.2564 3.0304 -2.2043 1.3 0.5 -0.6
H -0.3069 3.3225 -2.3342 -0.8 -0.7 0.1
H -1.5402 3.8183 -1.7459 -0.7 0.4 0.3
O -1.6312 0.9612 2.5783 -0.4 0.6 -0.7
H -1.7539 0.0058 2.7108 -0.2 -0.3 0.4
H -2.1495 1.1328 1.7557 0.9 0.1 0.6
O 2.1182 -1.0093 0.2164 1.6 0.3 -0.5
H 3.0479 -0.7313 0.0047 -1.2 -0.6 0.3
H 1.5834 -0.2147 -0.0178 -0.2 0.5 0.1
O -1.7291 1.1321 -0.3211 -0.2 -0.5 0.0
H -1.9344 0.3096 -0.8275 0.2 0.9 0.3
H -1.5896 1.8730 -0.9546 -0.1 -0.6 0.1
O 1.0047 1.4008 2.8014 0.7 0.1 0.2
H 1.1981 2.2004 3.3252 -0.6 -0.7 -0.3
H 0.0485 1.1421 2.8035 -0.3 0.9 0.1
O 0.4681 -0.9234 -2.8068 -0.1 -0.3 0.0
H 0.2139 -1.8416 -2.7094 0.6 -0.7 0.2
H -0.4258 -0.5622 -2.7446 -0.1 0.9 0.0
O 0.6207 -3.1271 -0.4904 -0.1 0.1 1.1
H 1.1508 -2.3225 -0.2921 0.3 -0.1 -0.6
H 0.5042 -3.4406 0.4230 0.1 -0.6 -0.1
O 0.9154 1.3202 0.0681 0.2 -0.6 -1.0
H 1.1418 1.4066 1.0026 -0.5 0.3 0.4
H -0.0381 1.0728 -0.0385 0.2 0.4 0.5
O -2.2028 -1.5897 2.5786 -0.6 0.5 -0.9
H -1.5707 -2.2484 2.8586 0.7 -0.5 0.0
H -2.0341 -1.4717 1.6163 -0.1 -0.5 0.5
O 1.7966 -1.2758 2.9118 -0.5 3.0 0.0
H 1.6004 -0.2562 3.0110 0.3 -2.2 0.9
H 1.8720 -1.1446 1.9580 0.6 -0.9 -0.8
O 2.2919 1.2593 -2.7656 0.7 1.4 0.5
H 2.1163 0.5393 -2.1610 -0.5 -0.5 -0.5
H 2.0478 1.0524 -3.6639 -0.3 -0.7 0.0
O 1.2975 3.7981 -1.5907 0.6 0.2 -0.2
H 2.1308 4.2859 -1.5975 -0.3 0.3 0.0
H 1.6233 2.9156 -1.8158 -0.1 -0.7 0.1
O 0.1219 -3.3350 2.7414 -2.6 -0.1 -2.9
H 0.0037 -3.9691 3.4061 0.9 -0.8 1.6
H 0.8139 -2.6968 2.6637 1.4 0.8 1.5
```
Forces are in eV/Å.

As for the net charge: 0. As for the gap between HOMO and LUMO: 0.4083 hartree.


[9]
H30O15 | ωB97M-V/def2-TZVPD

```
45
Properties=species:S:1:pos:R:3:forces:R:3
H 0.6128 -0.1118 0.1517 0.0 -0.1 -0.3
H -0.6592 -0.6058 0.8210 0.0 -0.3 0.4
H -0.3390 -2.9742 2.7340 0.5 -0.1 -0.1
H -0.1353 -2.3202 1.3772 0.2 -0.2 0.0
H -0.9622 -2.0069 -1.3132 0.1 -0.1 0.0
H -1.3810 -3.4483 -1.0744 0.1 -0.1 0.1
H -2.9794 -1.9168 2.4587 0.0 0.2 0.0
H -1.9192 -2.6745 3.2410 -0.4 0.3 0.2
H -3.4253 -0.1501 -0.2149 0.1 0.0 0.3
H -2.1180 0.3972 0.3342 -0.4 -0.1 0.2
H 5.4669 -2.9753 -0.8470 0.0 0.0 -0.1
H 4.5630 -1.7996 -1.1798 0.2 0.2 0.5
H 3.1485 -2.4177 -1.9148 0.0 -0.4 -0.1
H 1.7305 -1.8727 -1.8683 0.0 -0.1 0.0
H 0.7604 4.2672 0.3390 0.0 0.1 0.2
H 1.7817 3.5601 1.2148 -0.1 0.1 0.2
H -2.2972 0.8798 -2.2764 0.0 0.1 -0.1
H -3.2900 2.0306 -2.2920 0.0 0.0 -0.6
H 0.5428 2.3945 -1.8421 -0.1 -0.1 -0.1
H 1.9322 1.7867 -1.7408 0.0 -0.2 -0.1
H -6.1146 -1.2099 -1.0228 0.0 0.0 0.0
H -4.6111 -1.1248 -1.2281 -0.2 -0.3 -0.1
H -0.0880 1.8877 0.7233 0.3 0.0 0.4
H 1.0978 1.3321 1.4947 -0.5 0.2 0.3
H 3.5196 3.2378 -0.3051 0.2 0.0 0.1
H 4.3138 4.2931 0.4472 -0.1 0.0 0.1
H -3.4076 2.2163 -0.6745 0.0 0.6 0.4
H -2.5155 2.6500 0.4772 -0.1 0.7 0.1
H 3.9352 -2.2676 1.1087 -0.2 0.1 0.0
H 2.7591 -1.3052 1.1354 -0.1 -0.1 -0.1
O 0.1943 -0.2024 1.0153 -0.2 -2.1 -1.7
O 0.2300 -2.3508 2.2686 0.0 -0.8 0.3
O -1.0942 -2.6535 -0.6107 -0.1 0.2 -0.1
O -2.5114 -1.9165 3.3013 -0.2 -0.3 0.0
O -3.0202 0.1803 0.5949 0.8 -8.3 1.3
O 5.1616 -2.4367 -1.5857 0.1 0.0 -0.2
O 2.3426 -2.4404 -1.3866 -0.7 0.1 -0.6
O 1.0272 4.1583 1.2588 0.3 1.7 -0.6
O -2.4572 1.7401 -2.6806 0.0 0.0 0.1
O 1.0024 1.5474 -1.8256 0.1 0.1 0.2
O -5.4357 -1.2758 -1.7038 0.1 0.1 0.1
O 0.3390 1.9193 1.5868 0.2 1.3 0.6
O 3.8569 3.4536 0.5717 0.0 -0.1 -0.2
O -3.1643 1.9820 0.2283 -0.5 7.3 -1.5
O 3.6072 -1.4570 0.7033 0.5 0.2 0.5
```
Forces are in eV/Å.

As for the net charge: 0. As for the gap between HOMO and LUMO: 0.3049 hartree.


Computed values of energy above the lowest of the compared OMol25 structures with the same formula, charge and spin (unit: kJ/mol) for the preceding records, in sequence: 0.0 97.0 426.5 0.0 69.8 493.6 758.5 0.0 768.2.